# C46H110N6O20S5

A molecular structure, C46H110N6O20S5 in a non-equilibrium geometry (ωB97M-V/def2-TZVPD, the OMol25 dataset).

Geometry as XYZ:
```
187
Properties=species:S:1:pos:R:3:forces:R:3:mulliken_charge:R:1
C 9.3041 16.2727 6.1867 0.3 -0.5 -0.8 -1.63
C 8.2341 15.3312 6.7222 0.2 0.5 -0.1 0.56
N 8.6265 14.7202 7.9859 0.0 0.1 0.0 0.38
C 7.8085 13.5467 8.2535 0.0 -0.9 0.2 1.48
C 8.3940 12.2918 7.6055 0.2 0.4 -0.3 -1.70
C 8.5729 15.6512 9.1116 -0.6 0.1 0.3 0.62
C 9.4012 15.1705 10.3009 -0.3 -0.1 -0.6 -0.60
H 9.0403 16.6231 5.1841 -0.3 0.4 0.3 0.46
H 10.2248 15.7186 5.9828 0.1 0.0 0.5 0.44
H 9.5219 17.1065 6.8487 0.0 0.1 -0.1 0.27
H 7.2859 15.8842 6.8054 -0.1 -0.1 0.2 -0.63
H 8.0478 14.5562 5.9777 0.1 -0.1 0.1 0.57
H 7.7434 13.3481 9.3262 0.2 0.3 0.0 -1.03
H 6.7524 13.6614 7.9564 0.1 0.2 -0.2 -0.14
H 7.8693 11.3812 7.8922 -0.1 0.1 -0.1 0.34
H 8.3791 12.4041 6.5191 -0.1 -0.2 0.0 0.35
H 9.4456 12.2025 7.8817 0.0 0.0 0.1 0.39
H 7.5054 15.7852 9.3725 0.2 0.1 0.3 -0.56
H 8.9264 16.6521 8.8683 0.1 -0.2 -0.5 0.39
H 10.4169 15.0295 9.9301 0.1 -0.1 0.2 0.44
H 9.0166 14.2223 10.6757 0.2 0.1 0.0 -0.45
H 9.4000 15.8953 11.1143 -0.1 0.0 0.0 0.25
C 7.9454 12.0821 16.8178 0.6 -0.7 0.2 -1.65
C 7.6413 11.7927 15.3478 0.0 1.7 -0.4 0.50
N 8.7710 11.4992 14.4487 0.2 -1.3 0.8 0.75
C 9.5204 10.3325 14.9796 -0.6 0.2 -0.2 -0.71
C 8.6500 9.0651 15.0763 0.9 -0.1 -0.2 -0.98
C 9.6749 12.6297 14.3136 -0.2 0.6 -0.3 -1.51
C 9.1441 13.6890 13.3526 0.3 0.1 -0.1 0.43
H 8.8245 12.7111 16.9677 -0.2 0.3 -0.2 0.25
H 8.2053 11.1611 17.3490 -0.3 0.0 0.1 0.44
H 7.0853 12.5388 17.3023 0.0 0.0 0.0 0.45
H 6.8419 11.0569 15.2848 0.2 -0.2 -0.2 0.51
H 7.2334 12.7194 14.9248 -0.3 -0.1 0.1 -0.84
H 10.3571 10.1246 14.3139 0.1 0.2 0.0 0.42
H 9.9116 10.6083 15.9659 0.3 -0.2 0.0 0.47
H 8.6899 8.6569 16.0846 -0.5 0.1 0.0 0.29
H 7.6362 9.2235 14.7234 -0.1 0.0 0.3 0.07
H 9.0834 8.2889 14.4424 -0.1 0.0 -0.1 0.35
H 10.6226 12.2817 13.8957 -0.1 -0.2 -0.1 0.51
H 9.9758 13.1068 15.2589 -0.3 -0.2 0.1 0.31
H 8.2241 14.2245 13.6012 0.0 -0.2 0.4 -0.13
H 8.9625 13.2345 12.3775 0.2 0.0 0.1 -0.55
H 9.9250 14.4493 13.2711 -0.1 0.0 -0.3 0.53
C 5.6476 14.5516 11.0157 -0.4 0.0 0.6 1.68
C 4.4215 15.4055 11.3509 1.2 0.4 0.2 0.54
N 3.1589 14.8502 10.9457 -0.7 0.5 -0.8 1.48
C 2.0909 15.8447 11.0512 -0.6 -0.5 0.8 0.35
C 0.7878 15.5197 10.3139 0.3 -0.4 -0.6 -0.54
C 2.7962 13.5770 11.5490 0.5 -0.8 0.0 0.26
C 3.0889 13.4545 13.0428 0.3 0.7 -0.1 -0.43
H 5.7701 14.4599 9.9381 0.0 -0.3 0.1 -1.01
H 5.5534 13.5774 11.5017 0.0 -0.2 -0.4 -0.90
H 6.5339 15.0026 11.4713 0.0 0.2 -0.2 0.12
H 4.5029 15.6750 12.4193 -0.4 -0.1 0.0 -0.06
H 4.5837 16.3606 10.8383 -0.3 0.0 -0.1 -0.81
H 1.8092 15.9411 12.1148 0.2 0.3 0.0 -0.58
H 2.4560 16.8191 10.7245 0.1 0.0 0.0 0.28
H -0.0421 16.0080 10.8224 -0.1 0.1 -0.2 0.41
H 0.8241 15.8002 9.2572 -0.1 0.4 0.1 -0.12
H 0.5523 14.4538 10.2566 0.1 0.0 0.4 -0.05
H 3.3559 12.7952 11.0218 0.0 0.0 0.1 -1.18
H 1.7567 13.3284 11.3433 -0.1 0.3 0.0 1.00
H 2.7911 14.3479 13.5950 -0.3 0.0 0.0 -0.41
H 4.1730 13.4412 13.1726 0.0 -0.5 0.2 -0.54
H 2.6070 12.5903 13.4950 0.2 -0.1 -0.1 0.50
C 5.6494 15.1656 15.1632 -0.1 -0.6 -0.2 -0.62
C 5.7849 16.6388 14.8428 -0.4 0.2 0.0 -1.20
N 7.0485 16.9813 14.1976 0.2 0.2 0.1 1.17
C 6.9542 18.3366 13.6583 0.1 0.0 -1.0 -1.05
C 6.1957 18.4087 12.3332 -1.3 -0.4 0.6 -0.55
C 8.1470 16.9450 15.1704 -0.1 0.2 -0.6 -0.47
C 9.5307 17.1726 14.5387 0.2 0.2 1.4 -1.53
H 4.6485 14.9003 15.5122 0.1 0.3 0.3 0.35
H 6.3856 14.8113 15.8861 -0.1 0.1 0.1 0.59
H 5.7725 14.5353 14.2746 0.2 0.3 -0.2 -0.43
H 4.9604 16.9465 14.1972 0.1 -0.2 -0.2 0.24
H 5.5972 17.2632 15.7346 0.3 -0.2 0.2 0.46
H 7.9480 18.7123 13.4080 0.1 -0.1 0.4 0.44
H 6.5004 19.0215 14.3913 0.1 0.0 0.0 0.34
H 6.0952 19.4487 12.0230 0.4 -0.1 -0.4 0.51
H 5.1595 18.0683 12.4585 0.0 0.1 0.1 0.14
H 6.5766 17.7249 11.5739 0.5 0.4 -0.1 -0.13
H 7.9656 17.7371 15.9160 0.1 -0.2 0.2 0.53
H 8.1584 15.9854 15.6842 -0.2 0.0 0.0 0.24
H 9.8642 18.1980 14.7094 -0.1 0.1 -0.5 0.47
H 10.2152 16.6059 15.1783 0.2 -0.2 -0.5 0.45
H 9.6405 16.8945 13.4954 -0.2 -0.1 0.0 0.14
C 7.1282 19.1039 8.1988 0.0 0.3 -0.5 -1.25
C 6.1168 18.1994 7.4873 0.5 0.0 -0.7 0.29
N 4.7726 18.7301 7.3054 -0.1 0.0 0.4 0.63
C 4.6950 20.0222 6.6209 0.8 -0.3 0.5 -0.46
C 5.4359 20.0188 5.2900 -0.1 0.3 0.0 -1.31
C 4.1313 18.7303 8.6100 -0.3 -0.4 0.5 0.67
C 2.6226 18.9127 8.5636 0.1 -0.3 -0.2 -1.44
H 8.0292 18.5498 8.4548 -0.1 -0.1 0.4 0.33
H 6.6965 19.6280 9.0500 0.2 -0.2 0.3 0.24
H 7.4877 19.8791 7.5148 -0.2 0.0 0.0 0.27
H 6.5462 17.9337 6.5157 -0.1 0.2 -0.1 0.71
H 6.0068 17.2323 7.9840 0.0 0.1 0.3 -0.84
H 3.6488 20.2863 6.4997 -0.1 -0.1 -0.1 0.45
H 5.1624 20.7863 7.2676 -0.2 0.2 -0.1 0.36
H 5.3410 19.0821 4.7418 -0.3 0.0 0.0 0.31
H 5.0439 20.8353 4.6827 0.1 -0.1 -0.1 0.39
H 6.5013 20.1955 5.4411 0.0 0.0 0.0 0.25
H 4.5444 19.4282 9.3603 0.1 0.3 -0.4 0.15
H 4.4018 17.7532 9.0258 -0.4 0.0 0.2 -0.68
H 2.1650 18.1647 7.9123 0.0 0.1 -0.1 0.17
H 2.3837 19.9023 8.1807 -0.2 0.0 0.1 0.54
H 2.1778 18.7711 9.5492 0.1 0.3 0.1 0.43
C -2.5800 17.7319 9.6860 0.3 -0.6 0.7 -1.45
C -2.1974 16.8042 8.5543 0.3 0.1 -0.7 0.24
N -3.2615 16.5222 7.5865 0.7 -0.2 0.4 -0.01
C -2.7956 15.4429 6.7337 -1.3 -0.5 -1.4 -0.30
C -2.9091 14.0452 7.3287 1.0 -0.1 -0.2 -1.20
C -3.6032 17.7501 6.8488 0.1 -0.7 0.4 -0.22
C -4.5733 17.5178 5.6903 -0.2 1.1 1.0 -1.48
H -2.8943 18.7261 9.3838 0.0 0.0 -0.1 0.43
H -1.7107 17.8119 10.3483 0.0 0.3 -0.1 0.38
H -3.3373 17.2660 10.3220 -0.3 0.1 -0.3 0.32
H -1.3200 17.2016 7.9999 -0.1 0.3 0.1 0.17
H -1.7901 15.8646 8.9313 -0.4 -0.1 0.2 -0.15
H -3.4850 15.3988 5.8821 0.0 0.1 0.1 0.38
H -1.8292 15.5941 6.2275 0.3 0.2 0.6 0.32
H -3.9173 13.8409 7.6794 0.0 0.1 0.2 0.42
H -2.6587 13.3246 6.5441 -0.2 0.1 -0.1 0.37
H -2.1369 13.8391 8.0738 -0.3 0.1 0.4 0.03
H -2.6612 18.2275 6.5282 -0.2 0.2 -0.2 0.31
H -4.0864 18.3954 7.5826 0.1 0.2 -0.1 0.36
H -5.3900 16.8905 6.0498 0.3 -0.6 -0.4 0.37
H -4.0606 17.1996 4.7914 -0.3 -0.3 -0.2 0.34
H -5.0858 18.4727 5.5369 0.3 0.0 -0.5 0.43
C -0.5348 16.7078 15.7835 0.2 -0.3 0.4 -0.44
C 0.1033 15.9822 14.5960 -0.8 0.9 -2.0 -0.22
O 1.5211 16.1300 14.7214 0.4 -0.5 0.5 -0.16
S 1.8657 16.7862 16.1400 -0.9 -0.2 -0.5 1.02
O 2.9646 17.6510 15.9833 0.3 0.3 0.0 -0.52
O 1.8217 15.7866 17.1419 0.3 -0.3 0.3 -0.59
O 0.5061 17.6083 16.2037 0.2 0.3 0.3 -0.36
H -0.7724 16.0250 16.5999 0.0 0.0 0.0 0.28
H -1.3948 17.3267 15.5546 0.0 -0.1 -0.3 0.33
H -0.1234 16.5092 13.6578 0.0 0.3 0.3 0.13
H -0.2539 14.9860 14.3359 0.5 -0.4 1.0 0.40
C 2.4192 7.7814 12.5106 -0.5 0.1 -0.1 0.00
C 3.4897 8.6607 13.1251 0.3 0.6 -1.0 0.57
O 3.8317 8.0654 14.3733 -0.1 -0.2 0.2 -0.30
S 3.2606 6.5677 14.4895 -0.5 0.7 -0.2 1.14
O 2.1702 6.5823 15.3950 -0.2 0.0 0.1 -0.57
O 4.3159 5.6536 14.6662 0.6 -0.4 0.0 -0.55
O 2.7314 6.4704 12.9960 0.2 -0.3 0.1 -0.40
H 2.4266 7.7343 11.4263 0.3 0.1 0.0 0.14
H 1.4124 8.0742 12.8130 0.1 -0.1 0.2 0.35
H 3.1547 9.6929 13.2170 -0.2 -0.1 0.5 -0.25
H 4.3796 8.7179 12.4935 0.0 -0.4 0.1 -0.12
C 6.5259 11.0359 12.2559 -0.4 0.5 0.4 1.24
C 7.6320 11.0368 11.2231 0.2 0.7 -0.5 0.75
O 7.0695 10.3093 10.1110 0.1 -0.4 0.0 -0.58
S 5.5348 10.6650 9.9648 0.2 -0.2 0.4 0.85
O 4.8342 9.5011 9.5728 -0.2 -0.4 0.0 -0.76
O 5.3729 11.8496 9.2050 0.0 0.4 -0.1 -0.20
O 5.2864 10.9765 11.5046 -0.1 -0.3 -0.5 0.04
H 6.4188 11.9664 12.8067 0.5 -0.1 0.2 -0.76
H 6.5723 10.1903 12.9377 0.0 -0.1 -0.1 -0.26
H 8.5671 10.5878 11.5385 -0.2 -0.4 0.1 0.52
H 7.8742 12.0342 10.8460 -0.2 0.1 0.3 -1.14
C 1.9004 10.4980 7.8286 0.0 -1.2 0.1 -0.57
C 1.4343 9.0518 8.0885 -0.3 0.3 -0.3 -0.36
O 0.8927 9.0676 9.4251 -0.8 0.1 0.6 -0.37
S 0.9576 10.5401 10.0646 1.1 -0.6 -1.1 1.42
O 1.3781 10.4766 11.4120 0.2 -0.3 0.4 -0.55
O -0.1647 11.3282 9.7219 -0.5 0.0 -0.2 -0.60
O 2.2067 10.9209 9.1563 0.0 1.4 0.5 -0.03
H 1.0991 11.0965 7.4008 0.2 0.2 -0.1 0.22
H 2.8135 10.4905 7.2444 0.0 0.4 0.0 0.40
H 2.2439 8.3270 8.0886 0.1 0.1 0.0 0.28
H 0.6595 8.7710 7.3773 0.0 -0.2 0.1 0.33
C 3.1386 13.9588 7.9265 0.2 -0.2 1.2 1.24
C 3.2525 15.4486 7.7139 0.0 -0.6 -1.0 1.13
O 2.0799 15.7593 6.9190 0.0 0.2 -0.2 -0.28
S 1.4999 14.4784 6.1838 0.6 -0.6 0.8 0.88
O 1.6242 14.5685 4.7811 0.0 0.2 -0.4 -0.69
O 0.2603 14.1628 6.7942 -0.6 0.0 0.0 -0.22
O 2.5937 13.4243 6.7178 0.0 0.6 -0.6 -0.42
H 2.4710 13.7279 8.7566 0.0 0.0 0.0 -0.39
H 4.1144 13.5193 8.1157 -0.1 -0.2 -0.1 -0.57
H 4.1313 15.6278 7.0910 0.0 0.5 0.2 0.26
H 3.2266 16.0295 8.6249 0.0 0.0 0.0 -1.13
```
Positions in Å, forces in eV/Å.

Values from the calculation:
Strongest force on any atom (hartree/bohr): 0.045
LUMO (Eh): 0.010
E_tot (a.u.): -5642.759166